# C31H62FIN3O12S4

A molecular structure, C31H62FIN3O12S4 (ωB97M-V/def2-TZVPD, OMol25).

Last column: Mulliken charge in e.
CARTESIAN COORDINATES (ANGSTROEM)
C 12.77 32.41 15.56  -1.267
C 13.14 31.23 16.23  0.819
O 12.88 30.97 17.49  -0.530
N 14.19 30.32 15.56  0.308
H 13.52 29.79 14.77  0.407
H 14.90 30.68 14.79  0.089
C 14.70 29.11 16.36  -0.662
H 12.29 33.09 16.03  0.628
H 12.21 32.28 14.64  0.365
H 13.51 33.02 15.16  -0.033
H 13.74 28.52 16.26  0.349
H 15.27 29.36 17.20  0.151
H 15.40 28.74 15.62  0.332
C 17.05 34.06 11.49  -0.807
C 17.64 33.97 12.84  0.436
O 18.83 34.09 13.04  -0.488
N 16.63 34.00 14.01  1.341
H 15.67 34.29 13.99  -0.175
H 16.39 33.07 14.13  -0.599
C 17.29 34.03 15.35  -0.446
H 16.85 33.10 11.06  0.148
H 17.59 34.56 10.79  0.723
H 16.08 34.65 11.58  0.178
H 18.32 33.37 15.32  0.259
H 16.57 33.59 16.00  0.354
H 17.61 35.05 15.52  0.026
C 15.29 28.87 11.42  -1.033
C 14.81 30.24 11.05  0.707
O 15.10 30.67 9.85  -0.471
N 13.85 30.94 11.86  0.364
H 13.38 30.15 12.42  0.474
H 14.53 31.36 12.40  -0.314
C 13.26 32.18 11.44  -0.326
H 14.45 28.32 11.92  0.402
H 16.11 29.04 12.11  0.200
H 15.41 28.34 10.39  0.349
H 14.03 32.74 11.14  0.114
H 12.58 32.49 12.19  0.212
H 12.58 31.94 10.55  0.336
I 13.42 35.80 13.62  -0.706
O 15.59 31.56 13.74  -1.236
H 16.23 30.81 13.73  -0.018
F 19.30 35.57 19.03  -0.312
C 20.51 35.37 18.34  0.639
C 21.73 34.94 18.86  -0.494
C 22.84 34.95 18.09  -0.276
C 22.82 35.51 16.85  -0.561
C 21.56 35.93 16.29  -0.386
C 20.38 35.83 17.00  -1.140
H 21.60 34.35 19.79  0.293
H 23.90 34.53 18.41  0.237
H 23.72 35.68 16.27  0.418
H 21.64 36.31 15.24  0.278
H 19.50 36.04 16.85  1.323
C 20.12 31.63 5.92  -1.293
C 18.81 31.97 6.52  -0.608
C 19.03 32.56 7.80  0.051
S 20.10 31.48 8.54  1.228
O 19.25 30.35 8.93  -0.689
O 21.02 32.14 9.51  -0.712
C 20.91 31.06 7.08  -0.681
H 20.63 32.42 5.71  0.451
H 19.95 31.15 5.08  0.634
H 18.25 31.22 6.66  0.705
H 18.19 32.57 5.70  0.073
H 18.20 32.59 8.61  -0.310
H 19.35 33.55 8.02  0.385
H 20.84 29.92 7.13  0.333
H 21.91 31.34 7.09  0.438
C 17.36 40.50 13.97  -0.710
C 18.87 40.62 13.66  -0.723
C 19.45 39.28 13.92  -0.951
S 18.15 38.12 13.62  1.279
O 17.97 37.44 14.87  -0.698
O 18.35 37.32 12.47  -0.743
C 16.84 39.27 13.26  -0.590
H 16.73 41.22 13.52  0.398
H 17.17 40.66 15.02  0.325
H 19.21 41.42 14.10  0.520
H 19.06 40.76 12.56  0.252
H 19.64 39.01 14.78  0.750
H 20.32 39.25 13.04  0.219
H 15.85 38.86 13.70  0.314
H 16.52 39.28 12.14  0.320
C 18.47 30.56 20.44  -0.691
C 16.91 30.12 20.26  -0.550
C 16.14 31.28 19.80  -0.781
S 17.19 32.09 18.64  1.446
O 17.15 33.48 18.80  -0.723
O 16.94 31.49 17.35  -0.581
C 18.78 31.52 19.20  -0.680
H 19.25 29.73 20.38  0.320
H 18.64 31.27 21.28  0.336
H 16.45 29.60 21.32  0.335
H 16.77 29.27 19.61  0.221
H 15.92 31.94 20.50  0.620
H 15.23 30.84 19.39  0.133
H 19.40 32.37 19.58  0.098
H 19.15 30.97 18.39  0.554
C 13.15 35.57 6.38  -0.513
C 14.32 36.49 6.02  -0.927
C 15.28 36.45 7.03  -0.571
S 15.42 34.72 7.23  1.175
O 15.73 34.48 8.51  -0.544
O 16.27 34.17 6.22  -0.741
C 13.79 34.26 6.84  -0.739
H 12.40 35.15 5.71  0.318
H 12.64 35.98 7.23  0.315
H 13.91 37.54 6.07  0.345
H 14.70 36.67 5.11  0.496
H 14.89 36.81 7.94  0.405
H 16.16 36.97 6.57  0.311
H 13.25 33.62 7.61  0.282
H 13.91 33.59 6.04  0.385

Properties
HOMO = -9.35 eV
Charge = +1
Gap between HOMO and LUMO = 5.4 eV



# C21H21I2IrN3OSSe

A molecular structure, C21H21I2IrN3OSSe (ωB97M-V/def2-TZVPD, OMol25).

Last column: Mulliken charge in e.
CARTESIAN COORDINATES (ANGSTROEM)
Ir 1.27 -0.26 -0.84  1.118
I 2.00 1.16 4.11  0.081
C 3.25 0.28 2.72  -0.489
C 4.59 -0.03 3.08  -0.256
C 5.47 -0.60 2.20  -0.408
I 7.41 -0.97 2.81  0.140
C 5.05 -0.91 0.87  0.835
C 5.85 -1.45 -0.16  -0.470
C 5.32 -1.66 -1.40  -0.945
C 3.98 -1.36 -1.66  0.040
N 3.20 -0.86 -0.71  -0.259
C 3.71 -0.62 0.54  0.329
C 2.81 -0.02 1.47  0.326
O 1.56 0.20 1.02  -0.847
H 4.92 0.21 4.08  0.352
H 6.88 -1.69 0.05  0.229
H 5.93 -2.07 -2.20  0.395
H 3.52 -1.52 -2.62  0.418
S 0.18 1.59 -1.42  -0.532
C -0.79 2.10 -0.07  0.139
N -1.68 3.08 -0.19  -0.155
C -2.45 3.27 1.05  -0.448
C -1.69 2.35 2.03  -0.580
N -0.79 1.61 1.15  0.497
H -1.89 3.51 -1.07  0.235
H -3.48 2.96 0.90  0.244
H -2.43 4.32 1.35  0.329
H -2.36 1.67 2.55  0.323
H -1.12 2.91 2.77  0.364
H -0.03 1.02 1.48  0.061
C -5.43 0.11 -0.44  -1.724
C -4.05 -0.36 -0.80  0.438
C -3.56 -0.24 -2.09  -0.880
C -2.31 -0.72 -2.46  1.125
C -1.84 -0.53 -3.87  -1.673
C -1.53 -1.33 -1.47  -0.085
Se 0.22 -1.98 -1.94  -0.138
C -1.99 -1.48 -0.15  1.171
C -1.19 -2.15 0.94  -1.593
C -3.25 -0.99 0.15  -0.633
H -5.80 0.83 -1.17  0.395
H -5.44 0.58 0.55  0.373
H -6.13 -0.72 -0.42  0.375
H -4.17 0.23 -2.85  0.360
H -2.68 -0.26 -4.51  0.414
H -1.37 -1.43 -4.28  0.400
H -1.10 0.27 -3.93  0.263
H -0.23 -1.65 1.11  0.160
H -0.97 -3.19 0.69  0.373
H -1.75 -2.13 1.87  0.408
H -3.62 -1.10 1.17  0.405

Properties
HOMO (spin up / spin down) = -10.63 / -10.60 eV
Charge = +1
Gap between HOMO and LUMO (spin up / spin down) = 6.1 / 6.1 eV



# C2H9NOS

2 unconnected molecules or ions with the total composition C2H9NOS (ωB97M-V/def2-TZVPD, OMol25).

Last column: Mulliken charge in e.
CARTESIAN COORDINATES (ANGSTROEM)
C -0.34 -2.04 1.45  -0.558
S 0.21 -1.91 3.19  -0.203
H 0.16 -3.00 1.04  0.274
H -1.36 -1.95 1.22  0.359
H 0.01 -1.21 0.85  0.010
H -0.09 -0.51 3.21  0.124
N 1.30 1.43 -1.34  -0.576
C -0.06 0.91 -1.15  0.029
O -1.07 1.80 -1.55  -0.579
H 1.43 2.08 -2.04  0.224
H 1.51 2.00 -0.47  0.256
H -0.13 -0.01 -1.78  0.255
H -0.31 0.53 -0.13  0.055
H -1.27 1.88 -2.48  0.329

Properties
HOMO = -9.12 eV
Charge = 0
SMILES = NCO.CS
Gap between HOMO and LUMO = 9.8 eV



Respective relative energy (zero: lowest compared OMol25 entry of this formula, charge and spin) values: 117.1, 0.0, 117.1 kJ/mol.
Respective F_max values: 0.203, 0.036, 0.105 Eh/bohr.